# 1
C5H20NO7 | ωB97M-V/def2-TZVPD

**Gap between HOMO and LUMO**: 0.339 Eh
**Electronic energy**: -783.987525 a.u.

ORCA input file:
```
! wB97M-V def2-TZVPD RIJCOSX def2/J DEFGRID3
* xyz -1 1
O 1.85 0.10 2.28
C 0.81 0.66 1.90
O -0.38 0.54 2.33
C 0.93 1.46 0.57
C 0.43 0.42 -0.50
C -1.07 0.09 -0.48
C -2.74 -1.09 -1.67
N -1.76 -0.09 -1.79
H 1.97 1.66 0.32
H 0.27 2.34 0.51
H 1.02 -0.50 -0.35
H 0.79 0.54 -1.57
H -1.69 0.51 0.29
H -1.03 -0.94 0.02
H -3.59 -1.27 -0.95
H -3.35 -1.24 -2.58
H -2.38 -2.13 -1.80
H -2.04 0.78 -2.20
H 3.34 -0.53 1.24
H 3.56 -2.12 0.97
O 3.74 -1.22 0.67
H 1.86 -1.33 -2.46
H 3.08 -1.64 -1.37
O 2.73 -1.69 -2.28
H -0.37 -2.25 2.95
H 1.11 -1.99 2.69
O 0.48 -2.69 2.87
H -1.56 1.46 1.97
H -1.83 2.95 2.19
O -2.08 2.25 1.52
H -0.15 1.87 -2.14
H -1.14 2.57 -1.12
O -0.82 2.55 -2.02
*
```

---

# 2
C5H20NO7 | ωB97M-V/def2-TZVPD

**Gap between HOMO and LUMO (spin up / spin down)**: 0.361 / 0.190 Eh
**<S²>**: 0.7587
**Electronic energy**: -783.822300 a.u.

ORCA input file:
```
! wB97M-V def2-TZVPD RIJCOSX def2/J DEFGRID3
* xyz 0 2
C 0.20 -0.23 0.42
O 0.31 -1.07 1.52
C 0.93 1.05 0.63
C 0.97 2.17 -0.54
C -0.55 2.56 -0.76
C -0.90 2.05 -2.16
N -1.13 0.73 -2.40
O -0.74 2.80 -3.11
H -0.83 0.05 0.22
H 0.51 -0.88 -0.40
H 1.99 0.92 0.94
H 0.62 1.58 1.57
H 1.63 3.01 -0.30
H 1.34 1.68 -1.43
H -0.68 3.63 -0.72
H -1.19 2.15 0.02
H -1.49 0.50 -3.32
H -1.42 0.04 -1.73
H 3.97 -0.40 -1.54
H 3.73 -1.56 -0.35
O 4.20 -1.25 -1.14
H -3.99 -1.15 1.37
H -2.64 -1.76 1.83
O -3.28 -1.72 1.08
H 1.91 -1.35 1.33
H 3.11 -2.09 1.81
O 2.88 -1.42 1.15
H -1.96 -0.20 2.60
H -0.54 -1.04 2.41
O -1.56 -0.98 3.02
H -1.09 -2.96 -0.58
H -2.44 -2.20 -0.42
O -1.87 -2.66 -1.06
*
```

---

# 3
C5H20NaO5 | ωB97M-V/def2-TZVPD

**Gap between HOMO and LUMO**: 0.411 Eh
**Electronic energy**: -740.788287 a.u.

ORCA input file:
```
! wB97M-V def2-TZVPD RIJCOSX def2/J DEFGRID3
* xyz 1 1
Na 0.21 -0.19 -0.02
C -1.76 2.03 -2.17
O -0.44 1.69 -1.76
H -1.98 3.09 -2.03
H -1.96 1.77 -3.21
H -2.46 1.47 -1.54
H 0.18 2.12 -2.36
C -1.77 0.33 2.37
O -1.87 0.67 0.97
H -0.71 0.20 2.61
H -2.17 1.11 3.01
H -2.29 -0.61 2.59
H -2.71 1.12 0.84
C 2.24 1.09 2.43
O 1.26 1.50 1.44
H 2.46 1.90 3.12
H 1.84 0.25 3.01
H 3.15 0.76 1.94
H 1.08 2.43 1.56
C -2.19 -2.29 -1.29
O -0.77 -2.09 -1.19
H -2.51 -2.33 -2.33
H -2.50 -3.19 -0.75
H -2.68 -1.44 -0.81
H -0.33 -2.83 -1.61
C 3.27 -1.52 -0.48
O 2.31 -0.93 -1.36
H 3.76 -0.74 0.11
H 2.78 -2.21 0.21
H 4.01 -2.11 -1.02
H 2.57 -1.05 -2.27
*
```

---

# 4
C5H20O5 | ωB97M-V/def2-TZVPD

**Gap between HOMO and LUMO**: 0.376 Eh
**SMILES**: CO.CO.CO.CO.CO
**Electronic energy**: -578.603108 a.u.

ORCA input file:
```
! wB97M-V def2-TZVPD RIJCOSX def2/J DEFGRID3
* xyz 0 1
C -13.72 27.35 3.46
O -14.36 28.60 3.72
H -12.93 27.43 2.71
H -13.23 27.02 4.38
H -14.46 26.58 3.21
H -14.71 28.91 2.87
C -17.33 26.97 4.99
O -16.16 27.33 5.69
H -18.00 26.42 5.65
H -17.87 27.80 4.53
H -17.12 26.22 4.21
H -15.55 27.70 5.03
C -13.41 23.53 11.01
O -12.04 23.82 11.19
H -13.81 24.17 10.24
H -13.56 22.48 10.76
H -13.97 23.64 11.94
H -11.55 23.03 11.42
C -13.80 25.47 7.63
O -15.11 25.14 7.10
H -13.92 26.27 8.37
H -13.46 24.56 8.12
H -13.14 25.73 6.81
H -15.57 25.99 6.99
C -15.84 21.66 6.22
O -16.18 22.95 5.77
H -14.78 21.60 6.52
H -16.44 21.29 7.06
H -15.87 20.98 5.36
H -15.64 23.64 6.20
*
```

---

# 5
C5H20O7 | ωB97M-V/def2-TZVPD

**Gap between HOMO and LUMO**: 0.334 Eh
**SMILES**: C=CCCC=O.O.O.O.O.O.O
**Electronic energy**: -729.104126 a.u.

ORCA input file:
```
! wB97M-V def2-TZVPD RIJCOSX def2/J DEFGRID3
* xyz 0 1
O -2.70 -0.12 2.54
C -1.87 -0.99 2.45
C -1.45 -1.59 1.08
C 0.11 -1.02 0.93
C 0.95 -2.20 1.26
C 1.47 -2.90 0.25
H -1.33 -1.29 3.35
H -1.35 -2.61 0.76
H -2.06 -1.14 0.31
H 0.22 -0.64 -0.10
H 0.26 -0.15 1.67
H 1.11 -2.37 2.31
H 2.04 -3.84 0.18
H 1.36 -2.45 -0.76
H 4.17 1.47 -0.07
H 2.72 1.66 0.53
O 3.32 1.89 -0.20
H 1.04 3.17 2.03
H 2.40 2.46 2.48
O 1.53 2.34 2.09
H -0.36 2.22 -3.51
H -0.31 2.73 -2.05
O -0.30 1.94 -2.59
H -1.08 -0.93 -2.23
H -2.46 -0.75 -2.83
O -2.01 -1.07 -2.04
H -3.13 2.67 -1.17
H -3.91 1.88 -0.17
O -3.11 2.42 -0.22
H 0.96 -0.16 -2.58
H 2.03 -0.02 -1.49
O 1.74 -0.60 -2.21
*
```

---

# 6
C5H21N2O3S | ωB97M-V/def2-TZVPD

**Gap between HOMO and LUMO**: 0.355 Eh
**Electronic energy**: -936.317602 a.u.

ORCA input file:
```
! wB97M-V def2-TZVPD RIJCOSX def2/J DEFGRID3
* xyz 1 1
C 0.40 -0.47 -1.55
N 0.95 -0.51 -0.20
C 2.10 0.38 -0.02
C 1.81 1.89 -0.04
C 1.11 2.40 1.21
S -0.72 2.41 1.07
C -0.73 -1.46 -1.71
N -1.94 -1.03 -0.92
H 0.11 0.55 -1.83
H 1.19 -0.74 -2.25
H 0.22 -0.24 0.46
H 2.81 0.18 -0.83
H 2.59 0.12 0.92
H 2.75 2.43 -0.17
H 1.20 2.15 -0.91
H 1.39 1.86 2.12
H 1.39 3.43 1.42
H -1.03 1.37 1.87
H -0.46 -2.45 -1.36
H -1.02 -1.50 -2.76
H -1.81 -1.28 0.09
H -2.15 -0.02 -1.02
H -2.78 -1.51 -1.25
H -1.92 2.25 -0.55
H -2.95 2.17 -1.71
O -2.21 1.70 -1.28
H 1.45 -2.43 1.03
H 1.47 -3.21 2.34
O 1.04 -2.50 1.90
H -2.17 -2.18 2.21
H -0.62 -2.08 1.98
O -1.48 -1.68 1.75
*
```

---

# 7
C5H21N2O3S | ωB97M-V/def2-TZVPD

**Gap between HOMO and LUMO**: 0.335 Eh
**Electronic energy**: -936.268938 a.u.

ORCA input file:
```
! wB97M-V def2-TZVPD RIJCOSX def2/J DEFGRID3
* xyz 1 1
C -0.49 -1.85 0.32
N 0.91 -1.78 -0.06
C 1.19 -1.10 -1.35
C 2.27 -0.05 -1.08
S 2.71 1.07 -2.43
C -0.76 -1.03 1.56
N -0.63 0.45 1.30
C -1.56 1.30 2.03
H -1.15 -1.54 -0.49
H -0.82 -2.86 0.53
H 1.28 -2.71 -0.12
H 1.68 -1.77 -2.06
H 0.32 -0.57 -1.71
H 2.06 0.55 -0.19
H 3.16 -0.56 -0.75
H 1.68 0.89 -3.27
H -1.71 -1.25 2.08
H -0.11 -1.25 2.42
H 0.38 0.64 1.53
H -0.77 0.57 0.29
H -2.49 0.84 2.26
H -1.12 1.75 2.90
H -1.74 2.17 1.39
H -0.26 2.72 -2.49
H -1.07 1.35 -2.24
O -0.66 2.14 -1.86
H 2.40 -0.50 3.01
H 2.71 0.91 2.62
O 1.97 0.31 2.73
H -3.31 -0.31 -2.66
H -3.30 1.14 -2.09
O -2.78 0.33 -2.11
*
```

---

# 8
C5H21NO5 | ωB97M-V/def2-TZVPD

**Gap between HOMO and LUMO**: 0.354 Eh
**SMILES**: CCN(C)CCO.O.O.O.O
**Electronic energy**: -634.046989 a.u.

ORCA input file:
```
! wB97M-V def2-TZVPD RIJCOSX def2/J DEFGRID3
* xyz 0 1
C -2.76 0.03 1.46
C -1.84 0.80 0.51
N -0.73 0.06 -0.11
C -1.15 -1.24 -0.63
C 0.48 -0.02 0.72
C 0.43 -0.79 2.04
O -0.01 0.03 3.12
H -2.22 -0.28 2.35
H -3.25 -0.83 1.00
H -3.53 0.70 1.83
H -1.43 1.66 1.04
H -2.46 1.19 -0.30
H -2.04 -1.13 -1.24
H -0.41 -1.62 -1.34
H -1.35 -1.99 0.14
H 1.30 -0.40 0.10
H 0.79 1.01 0.94
H 1.43 -1.18 2.29
H -0.29 -1.60 2.01
H 0.42 0.90 3.08
H 1.79 0.15 -2.31
H 2.69 -0.52 -3.38
O 2.51 -0.53 -2.44
H 2.27 -2.86 -0.35
H 2.53 -2.19 -1.69
O 2.51 -3.07 -1.26
H 1.92 3.70 -0.30
H 0.95 2.62 -0.82
O 1.12 3.22 -0.06
H -0.02 1.77 -2.80
H -0.14 0.99 -1.49
O 0.53 1.41 -2.11
*
```

---

# 9
C5H21NO5 | ωB97M-V/def2-TZVPD

**Gap between HOMO and LUMO (spin up / spin down)**: 0.380 / 0.245 Eh
**<S²>**: 0.7623
**Electronic energy**: -633.707967 a.u.

ORCA input file:
```
! wB97M-V def2-TZVPD RIJCOSX def2/J DEFGRID3
* xyz 1 2
C 0.16 1.47 1.42
C -0.77 2.55 0.80
C -0.98 2.39 -0.72
C -1.53 1.06 -1.29
C -2.78 0.68 -0.86
N -0.86 0.59 -2.35
H 0.86 1.10 0.75
H -0.41 0.58 1.67
H 0.74 1.78 2.37
H -1.74 2.43 1.32
H -0.33 3.51 1.19
H -1.66 3.16 -1.11
H -0.01 2.57 -1.22
H -3.25 1.16 -0.01
H -3.53 -0.05 -1.19
H 0.07 0.64 -2.69
H -1.33 -0.10 -2.88
H 1.83 -3.37 1.44
H 1.65 -1.88 1.23
O 1.17 -2.71 1.15
H 1.34 -2.21 -1.39
H 2.20 -2.74 -2.43
O 2.25 -2.44 -1.52
H -1.36 -3.70 -2.17
H -0.52 -3.11 -0.98
O -1.39 -3.11 -1.40
H 2.51 -0.95 -0.45
H 2.91 0.63 0.01
O 2.36 -0.04 -0.37
H 0.34 0.58 4.19
H 1.00 -0.39 3.28
O 1.03 -0.07 4.21
*
```

---

# 10
C5H21NO6 | ωB97M-V/def2-TZVPD

**Gap between HOMO and LUMO**: 0.343 Eh
**SMILES**: CCCCNC=O.O.O.O.O.O
**Electronic energy**: -709.257117 a.u.

ORCA input file:
```
! wB97M-V def2-TZVPD RIJCOSX def2/J DEFGRID3
* xyz 0 1
O 2.94 -1.73 0.97
C 2.49 -0.64 0.69
N 1.23 -0.53 0.14
C 0.66 -1.71 -0.55
C 0.78 -1.49 -2.03
C -0.18 -0.38 -2.66
C -1.53 -1.07 -2.54
H 3.09 0.28 0.81
H 0.75 0.36 -0.07
H -0.46 -1.76 -0.14
H 0.83 -2.67 -0.17
H 0.70 -2.36 -2.65
H 1.90 -1.33 -2.22
H -0.15 0.62 -2.20
H 0.09 -0.12 -3.70
H -1.77 -1.35 -1.56
H -2.42 -0.50 -2.93
H -1.47 -2.01 -3.15
H -0.11 -1.73 3.61
H 1.19 -2.26 2.80
O 0.27 -2.24 2.92
H -1.72 -0.76 1.71
H -2.52 0.59 1.57
O -1.89 -0.01 1.16
H 0.94 1.56 3.24
H -0.02 1.59 2.07
O 0.11 2.06 2.92
H -2.10 3.50 -0.41
H -2.40 3.47 1.07
O -1.69 3.46 0.46
H 1.49 3.54 0.33
H 0.00 2.88 0.22
O 0.96 2.73 0.28
*
```

---

# 11
C5H22N2O4 | ωB97M-V/def2-TZVPD

**Gap between HOMO and LUMO**: 0.308 Eh
**SMILES**: CCNCCNC.O.O.O.O
**Electronic energy**: -614.112601 a.u.

ORCA input file:
```
! wB97M-V def2-TZVPD RIJCOSX def2/J DEFGRID3
* xyz 0 1
C -2.49 1.15 -0.89
C -1.10 1.28 -1.49
N -0.42 -0.02 -1.45
C 0.90 -0.11 -2.04
C 2.09 0.02 -1.07
N 2.14 1.05 -0.04
C 2.44 0.42 1.30
H -2.97 0.29 -1.36
H -2.43 0.92 0.18
H -3.06 2.07 -1.01
H -1.21 1.50 -2.56
H -0.49 1.96 -0.87
H -0.62 -0.69 -0.72
H 0.96 -1.01 -2.65
H 1.01 0.71 -2.74
H 3.01 0.19 -1.69
H 2.48 -0.93 -0.66
H 1.24 1.48 0.15
H 3.48 0.11 1.26
H 1.77 -0.43 1.37
H 2.32 1.15 2.11
H 0.19 -3.44 2.71
H -0.70 -3.59 1.56
O -0.16 -2.90 2.01
H -1.22 -0.01 2.69
H -0.35 -0.82 1.79
O -0.75 0.05 1.86
H -2.13 -2.72 -2.01
H -1.68 -1.44 -2.65
O -2.01 -2.33 -2.88
H 0.62 2.34 3.29
H -0.61 1.64 2.86
O -0.25 2.12 3.63
*
```

---

# 12
C5H22N2O4 | ωB97M-V/def2-TZVPD

**Gap between HOMO and LUMO**: 0.321 Eh
**SMILES**: C[C@@H](CN)N(C)C.O.O.O.O
**Electronic energy**: -614.118491 a.u.

ORCA input file:
```
! wB97M-V def2-TZVPD RIJCOSX def2/J DEFGRID3
* xyz 0 1
C 0.47 -0.10 -1.89
N 0.89 0.51 -0.67
C 2.23 0.13 -0.25
C 1.30 2.75 -1.57
C 0.57 1.95 -0.52
C -0.96 2.19 -0.59
N -1.87 1.36 0.16
H 0.26 0.57 -2.73
H 1.16 -0.88 -2.22
H -0.44 -0.73 -1.84
H 2.29 -0.96 -0.25
H 3.01 0.55 -0.89
H 2.44 0.32 0.81
H 2.37 2.85 -1.38
H 1.16 2.33 -2.57
H 1.01 3.80 -1.65
H 0.98 2.31 0.42
H -1.18 2.30 -1.66
H -1.19 3.20 -0.22
H -2.01 0.43 -0.21
H -1.54 1.22 1.10
H -0.43 -1.08 1.20
H 0.30 0.28 1.19
O -0.34 -0.24 1.66
H -0.33 -4.30 -0.04
H 0.83 -3.59 -0.54
O -0.10 -3.41 -0.34
H 1.60 -0.67 3.83
H 0.53 -1.35 3.07
O 1.43 -1.52 3.41
H -2.61 -2.52 -0.01
H -3.54 -1.40 0.57
O -3.43 -2.04 -0.14
*
```

---

# 13
C5H22N2O6 | ωB97M-V/def2-TZVPD

**Gap between HOMO and LUMO**: 0.373 Eh
**SMILES**: CCC[C@H](N)C(N)=O.O.O.O.O.O
**Electronic energy**: -764.697450 a.u.

ORCA input file:
```
! wB97M-V def2-TZVPD RIJCOSX def2/J DEFGRID3
* xyz 0 1
N 0.56 0.85 2.27
C -0.18 0.54 1.02
C -1.21 -0.59 1.24
C -0.52 -1.95 1.36
C -0.05 -2.47 0.00
C -0.97 1.81 0.59
N -1.31 1.91 -0.74
O -1.30 2.67 1.38
H -0.08 0.95 3.07
H 1.10 1.68 2.20
H 0.56 0.25 0.24
H -1.75 -0.42 2.19
H -1.95 -0.66 0.43
H 0.24 -1.92 2.14
H -1.29 -2.68 1.81
H 0.38 -3.46 0.05
H -0.83 -2.48 -0.67
H 0.70 -1.80 -0.36
H -1.73 2.74 -1.05
H -1.01 1.24 -1.46
H -2.21 -0.50 -1.98
H -3.16 0.35 -1.22
O -3.07 -0.52 -1.59
H 2.27 0.18 -3.20
H 2.24 -0.24 -1.76
O 1.86 -0.38 -2.62
H 2.01 -0.54 2.19
H 2.23 -1.88 1.66
O 2.65 -1.09 1.87
H 2.85 -0.17 0.47
H 3.96 0.54 -0.28
O 3.04 0.38 -0.33
H 0.17 -0.27 -2.75
H -0.98 -0.98 -3.51
O -0.79 -0.22 -2.97
*
```

---

# 14
C5H22N2O6 | ωB97M-V/def2-TZVPD

**Gap between HOMO and LUMO**: 0.346 Eh
**SMILES**: C[C@H](C=O)NCCN.O.O.O.O.O
**Electronic energy**: -764.644089 a.u.

ORCA input file:
```
! wB97M-V def2-TZVPD RIJCOSX def2/J DEFGRID3
* xyz 0 1
N -0.58 1.83 2.65
C -1.36 1.15 1.63
C -0.63 0.89 0.29
N 0.61 0.12 0.54
C 2.70 -0.77 -0.38
C 1.30 -0.25 -0.71
C 1.48 0.90 -1.71
O 1.68 2.04 -1.35
H 0.13 2.51 2.17
H -0.08 1.19 3.24
H -1.67 0.20 2.07
H -2.27 1.76 1.47
H -1.27 0.27 -0.42
H -0.49 1.87 -0.15
H 1.21 0.66 1.13
H 2.59 -1.63 0.33
H 3.19 -1.18 -1.31
H 3.30 -0.04 0.07
H 0.70 -1.10 -1.23
H 1.50 0.63 -2.76
H -2.43 -2.42 0.94
H -3.76 -1.78 0.93
O -3.26 -2.53 0.60
H -0.12 -1.39 1.14
H -0.06 -2.86 1.54
O -0.63 -2.29 1.13
H -2.44 -2.56 -1.14
H -1.02 -2.39 -0.56
O -1.48 -2.40 -1.40
H 1.94 2.54 0.25
H 2.21 3.58 1.41
O 2.00 2.65 1.23
H -1.10 -0.97 -2.32
H -1.31 -0.21 -3.55
O -0.78 -0.19 -2.76
*
```

---

# 15
C5H22N2O6 | ωB97M-V/def2-TZVPD

**Gap between HOMO and LUMO**: 0.331 Eh
**SMILES**: CCNCCNC=O.O.O.O.O.O
**Electronic energy**: -764.585653 a.u.

ORCA input file:
```
! wB97M-V def2-TZVPD RIJCOSX def2/J DEFGRID3
* xyz 0 1
C -0.87 -0.86 1.44
N 0.43 -0.91 1.97
C 1.15 -2.19 1.82
C 2.49 -2.00 1.12
C -1.33 -1.66 0.17
N -1.76 -0.63 -0.75
C -3.05 -0.51 -1.11
O -3.36 0.37 -1.90
H -1.66 -0.93 2.23
H -0.94 0.23 1.02
H 0.45 -0.50 2.92
H 1.35 -2.67 2.81
H 0.38 -2.83 1.35
H 2.62 -1.60 0.08
H 2.98 -3.02 0.99
H 3.07 -1.37 1.78
H -2.07 -2.41 0.28
H -0.30 -2.03 -0.40
H -1.02 -0.21 -1.36
H -3.84 -1.03 -0.55
H -2.11 3.19 -0.53
H -1.08 2.41 -1.24
O -1.15 3.19 -0.59
H 0.91 3.48 2.14
H -0.32 2.36 2.40
O 0.48 2.79 2.62
H 1.92 0.23 -2.20
H 0.60 0.73 -2.69
O 1.31 0.12 -2.92
H 3.27 1.25 -1.45
H 2.75 1.04 -0.08
O 3.02 0.55 -0.84
H -2.10 1.41 -2.55
H -1.07 2.31 -3.34
O -1.14 1.67 -2.65
*
```